1.
C5H14NOPSi | ωB97M-V/def2-TZVPD

Computed properties:
total energy = -26113.8371 eV
Kohn-Sham gap = 9.38 eV

Last column: natural (NBO) charge in e.
Geometry (Å):
C1 1.21945 -0.02482 1.67962  -1.11
Si1 0.24718 1.07274 0.33853  1.81
C2 1.50792 1.03969 -1.14019  -1.11
C3 -0.29067 2.57372 1.34752  -1.14
N1 -1.10576 0.24830 -0.22477  -1.56
P1 -2.33840 -0.63283 0.06886  1.24
H1 0.69627 -1.07541 1.69819  0.21
H2 2.29088 -0.17628 1.55212  0.22
H3 1.10076 0.50956 2.73410  0.21
H4 2.03677 -0.00808 -1.31742  0.24
H5 0.86546 1.16860 -2.09725  0.23
H6 2.23745 1.90391 -1.15727  0.23
H7 -0.05296 2.64607 2.42947  0.25
H8 -0.01392 3.48977 0.75184  0.24
H9 -1.44679 2.62128 1.22823  0.24
H10 -3.40776 -0.47604 -0.77589  -0.05
H11 -2.32291 -1.98133 0.48865  -0.06
H12 -3.04057 -0.26973 1.17033  -0.12
C4 0.30961 -4.01539 -1.74136  -0.79
C5 -0.65202 -3.17596 -1.67287  0.74
O1 -1.59278 -2.52278 -1.55553  -0.49
H13 1.06659 -3.93125 -0.95509  0.27
H14 0.58073 -4.52999 -2.70928  0.28

---

2.
C19H62N10O12 | ωB97M-V/def2-TZVPD

Computed properties:
total energy = -60183.4224 eV
Kohn-Sham gap = 9.84 eV

Last column: Löwdin charge in e.
Geometry (Å):
N1 8.01503 8.99412 11.77158  0.17
C1 7.10343 8.33438 11.03182  -0.70
N2 6.44515 9.26318 10.25736  0.17
O1 6.91587 7.12228 11.07119  0.01
H1 8.66823 8.50334 12.34192  0.08
H2 8.25308 9.95330 11.58969  0.03
H3 5.84420 8.82641 9.59750  0.10
H4 7.00218 10.06371 10.03927  0.07
N3 6.99155 13.36550 11.40806  0.19
C2 7.81704 12.63572 10.65237  -0.65
N4 7.49272 12.84632 9.36777  0.17
O2 8.58308 11.73343 11.03453  -0.04
H5 7.16361 13.41565 12.38132  0.09
H6 6.57009 14.14151 10.92754  0.11
H7 8.11597 12.40011 8.70505  0.06
H8 7.00901 13.70251 9.11374  0.12
N5 14.08908 8.06022 9.62604  0.18
C3 14.14838 9.36319 9.22024  -0.65
N6 14.93734 9.54367 8.11688  0.17
O3 13.35451 10.20091 9.63517  0.00
H9 13.32141 7.86720 10.22286  0.07
H10 14.51929 7.36699 9.03432  0.12
H11 15.82045 9.07154 8.03837  0.10
H12 14.94032 10.49718 7.81594  0.10
N7 10.94330 11.61623 9.11813  0.20
C4 10.55523 11.49801 7.85926  -0.71
N8 11.57057 11.11966 7.08199  0.18
O4 9.39410 11.68758 7.45595  -0.02
H13 11.88832 11.34502 9.34033  0.06
H14 10.19580 11.87428 9.71471  0.06
H15 11.37540 10.77861 6.16149  0.11
H16 12.39292 10.85262 7.58220  0.06
N9 9.44490 12.36574 16.06744  0.15
C5 9.16827 12.63205 14.72550  -0.70
N10 8.69823 11.48840 14.15771  0.18
O5 9.10014 13.74192 14.29845  0.05
H17 10.08461 13.05735 16.43671  0.10
H18 9.71483 11.40887 16.14894  0.04
H19 8.35446 11.47558 13.22316  0.05
H20 8.69056 10.66019 14.71664  0.06
C6 7.77688 7.41182 15.53707  -0.06
C7 9.16135 7.97297 16.01959  -0.34
O6 9.16583 9.27952 16.42876  -0.08
H21 6.96376 7.49950 16.24340  0.06
H22 7.71552 6.46026 14.99977  0.08
H23 7.52369 8.14370 14.77107  0.05
H24 9.82540 7.80391 15.16537  0.09
H25 9.50572 7.30254 16.80147  0.11
H26 8.29386 9.41488 16.83924  0.11
C8 14.35445 5.99411 14.13987  -0.06
C9 13.24670 6.15630 15.22317  -0.30
O7 12.87756 7.49359 15.35094  -0.10
H27 15.08375 6.80053 14.26613  0.04
H28 13.88992 6.03305 13.14970  0.07
H29 14.85324 5.05859 14.32096  0.06
H30 13.54696 5.71900 16.21274  0.12
H31 12.37338 5.57398 14.89444  0.11
H32 12.13020 7.71102 14.79432  0.04
C10 13.11561 13.97456 13.83669  -0.08
C11 13.52923 14.11950 12.39536  -0.28
O8 14.95410 14.29641 12.27854  -0.10
H33 12.02887 13.85353 13.94383  0.07
H34 13.36879 14.75762 14.53420  0.07
H35 13.53546 13.00899 14.15682  0.07
H36 12.97974 14.81288 11.74609  0.12
H37 13.44451 13.11094 11.99066  0.10
H38 15.19518 14.86545 13.01975  0.09
C12 15.84596 8.03798 17.57060  -0.06
C13 16.08306 8.84225 16.23408  -0.27
O9 14.88230 9.59478 15.88692  -0.13
H39 16.83071 7.65918 17.77031  0.06
H40 15.13395 7.23861 17.38475  0.05
H41 15.53879 8.74464 18.34787  0.08
H42 16.29644 8.21573 15.34724  0.09
H43 16.92692 9.54594 16.31813  0.11
H44 14.23509 8.88497 15.78103  0.02
C14 16.22025 9.46216 12.26270  -0.06
C15 15.77777 10.92206 12.63668  -0.35
O10 16.59410 11.80424 11.99169  -0.06
H45 16.17020 9.15389 11.21593  0.04
H46 15.57679 8.78389 12.84027  0.05
H47 17.25101 9.29978 12.59593  0.07
H48 15.71584 11.05066 13.73448  0.11
H49 14.73692 10.94014 12.25957  0.09
H50 16.23039 12.68859 12.07220  0.05
C16 9.62884 8.22206 8.62486  -0.07
C17 10.90561 7.41805 8.77812  -0.30
O11 11.10166 7.01814 10.11907  -0.08
H51 9.39231 8.63040 7.65277  0.08
H52 9.76924 9.09004 9.27123  0.07
H53 8.70290 7.73248 8.97343  0.07
H54 11.71882 8.10342 8.54175  0.09
H55 10.97633 6.58300 8.09020  0.11
H56 10.24800 6.60918 10.27930  0.09
C18 11.81711 10.25507 14.02207  -0.06
C19 11.43110 9.67075 12.68798  -0.28
O12 11.36308 8.24522 12.81209  -0.09
H57 11.80333 11.34481 13.92078  0.07
H58 12.84669 9.98434 14.27121  0.07
H59 11.17118 9.93015 14.85239  0.07
H60 12.22709 9.90356 11.94743  0.10
H61 10.47984 10.07071 12.30542  0.09
H62 11.37164 7.96877 11.90194  0.03

---

So what do the calculations give for ΔE to the lowest compared entry with this formula, charge and spin? Going down the list: 0.216, 0.729 eV.
So what do the calculations give for LUMO level? Going down the list: 0.59, 0.39 eV.